[1]
Formula: C7H33O12
Source: the OMol25 dataset
Level of theory: wB97M-V/def2-TZVPD

```
52
Properties=species:S:1:pos:R:3:mulliken_charge:R:1
C 2.989 0.067 -1.134 -0.05
O 4.150 0.319 -0.342 -0.60
C 2.097 1.246 -0.905 0.83
C 0.808 1.228 -1.767 -1.65
C -0.159 0.232 -1.239 0.44
C -1.374 0.558 -0.821 -0.70
C -2.301 -0.497 -0.341 0.00
C -3.044 -1.310 -1.062 -0.95
H 3.299 -0.035 -2.167 0.29
H 2.632 -0.921 -0.785 0.00
H 2.636 2.174 -1.055 0.64
H 1.850 1.327 0.149 -1.45
H 1.113 0.934 -2.756 0.38
H 0.559 2.275 -1.855 0.71
H 0.072 -0.801 -1.023 0.56
H -1.910 1.466 -1.104 0.58
H -2.287 -0.611 0.772 -0.07
H -2.993 -1.117 -2.154 0.34
H -3.528 -2.226 -0.769 0.37
H -0.035 0.754 1.565 0.40
H 2.425 -3.552 0.806 0.30
O -0.119 1.852 2.016 -0.90
H 0.179 1.647 2.918 0.30
H 0.964 -0.356 2.430 0.17
O 0.376 -0.509 1.675 -0.92
H -3.581 2.241 1.287 0.40
H -3.097 2.710 -0.096 0.27
O -3.791 2.191 0.322 -0.70
H 2.901 1.576 1.227 0.59
H 1.976 2.558 1.997 0.34
O 2.897 2.256 1.932 -0.71
H -0.469 -0.976 -2.884 0.19
H 0.466 -1.932 -3.491 0.41
O -0.097 -1.154 -3.759 -0.69
H -2.063 -1.487 3.014 0.26
H -0.549 -1.415 2.563 0.56
O -1.301 -2.062 2.910 -0.72
H -1.377 3.823 -0.657 0.32
H 0.131 3.387 -0.648 0.36
O -0.490 4.056 -0.928 -0.67
H -2.372 0.930 3.010 0.23
H -1.601 2.148 2.467 0.42
O -2.538 1.728 2.500 -0.68
H 4.312 -0.363 0.310 0.33
H 1.604 -3.013 -0.336 0.35
O 2.503 -3.271 -0.110 -0.71
H -0.345 -3.754 1.325 0.24
H -0.171 -2.264 1.258 0.35
O 0.076 -3.090 0.768 -0.66
H -0.885 -3.740 -0.987 0.32
H -1.112 -2.473 -1.849 0.24
O -0.687 -3.338 -1.836 -0.68
```

Its lowest unoccupied orbital energy is 2.692 eV. As for the charge: -1. The calculation puts the max |F| at 0.0526 Eh/bohr. Its spin multiplicity is 1. Its HOMO-LUMO gap is 9.52 eV. Its HOMO energy is -6.824 eV. As for the energy above the lowest of the compared OMol25 structures with the same formula, charge and spin: 3.617 eV.

[2]
Formula: C29H84O13
Source: the OMol25 dataset
Level of theory: wB97M-V/def2-TZVPD

```
126
Properties=species:S:1:pos:R:3:mulliken_charge:R:1
C -0.967 0.099 3.728 -1.37
C -0.529 1.553 3.615 0.63
C 0.999 1.683 3.815 -1.14
O -0.958 2.088 2.374 0.27
H -0.509 -0.571 3.001 0.13
H -2.042 0.027 3.563 0.20
H -0.968 -0.262 4.757 0.49
H -0.938 2.096 4.467 0.35
H 1.238 1.507 4.864 0.59
H 1.211 2.724 3.572 0.46
H 1.634 1.065 3.180 -0.32
H -1.145 3.023 2.483 -0.23
C 2.851 1.364 -2.969 -1.11
C 3.840 2.451 -2.671 0.66
C 3.459 3.707 -3.400 -1.61
O 3.897 2.688 -1.303 -0.57
H 3.105 0.482 -2.382 0.45
H 2.953 0.990 -3.988 0.50
H 1.842 1.729 -2.780 -0.07
H 4.853 2.208 -2.989 0.27
H 2.447 4.028 -3.157 0.29
H 3.558 3.665 -4.485 0.43
H 4.157 4.507 -3.154 0.42
H 4.039 1.833 -0.889 0.18
C 2.647 -2.484 -4.890 -1.63
C 1.710 -2.275 -3.665 1.87
C 0.376 -3.070 -3.749 -1.28
O 2.481 -2.683 -2.570 -0.61
H 2.805 -3.550 -5.051 0.45
H 3.611 -1.975 -4.881 0.35
H 2.080 -2.113 -5.744 0.41
H 1.609 -1.210 -3.457 -0.90
H -0.179 -2.743 -4.628 0.46
H -0.241 -2.919 -2.863 0.09
H 0.679 -4.107 -3.893 0.41
H 2.679 -3.617 -2.675 0.35
C -2.986 4.119 0.857 -1.08
C -2.331 5.191 1.669 0.78
C -3.325 6.240 2.119 -1.62
O -1.685 4.659 2.798 -0.57
H -3.589 4.578 0.074 0.49
H -3.706 3.548 1.443 0.36
H -2.218 3.494 0.401 -0.19
H -1.592 5.697 1.047 0.10
H -4.164 5.799 2.658 0.35
H -3.699 6.785 1.252 0.38
H -2.917 7.024 2.758 0.45
H -1.314 5.355 3.347 0.30
C 4.053 -0.445 2.415 -1.41
C 3.816 0.750 1.463 2.64
C 4.390 2.024 1.990 -1.37
O 4.486 0.396 0.323 -0.70
H 3.717 -1.386 1.978 0.29
H 3.510 -0.363 3.357 0.31
H 5.099 -0.446 2.723 0.35
H 2.750 0.887 1.281 -1.39
H 3.897 2.338 2.910 0.20
H 4.219 2.831 1.277 0.34
H 5.441 1.919 2.257 0.42
H 4.534 -0.543 0.129 0.34
C 0.862 -2.850 5.273 -1.11
C 2.087 -3.341 4.488 0.23
C 1.850 -3.202 2.964 -0.83
O 3.092 -2.412 4.851 -0.48
H 0.725 -1.779 5.125 0.05
H 1.031 -3.047 6.332 0.43
H -0.026 -3.405 4.972 0.35
H 2.361 -4.371 4.713 0.41
H 1.523 -2.175 2.803 -0.21
H 1.170 -3.955 2.564 0.60
H 2.801 -3.354 2.455 0.34
H 3.559 -2.739 5.624 0.29
C -5.731 -4.330 -2.035 -1.44
C -5.130 -3.446 -0.978 0.63
C -3.789 -2.977 -1.468 -0.30
O -5.964 -2.368 -0.822 -0.57
H -4.985 -5.067 -2.331 0.35
H -6.044 -3.787 -2.928 0.36
H -6.583 -4.805 -1.549 0.37
H -4.992 -3.876 0.014 0.28
H -3.776 -2.529 -2.461 0.28
H -3.032 -3.760 -1.416 -0.17
H -3.346 -2.213 -0.829 -0.11
H -5.564 -1.789 -0.168 0.38
C 0.629 -4.608 -0.284 0.24
C -0.202 -5.796 -0.779 -0.51
O 0.603 -6.707 -1.548 -0.55
H 0.027 -3.916 0.304 0.09
H 0.917 -4.121 -1.216 -0.53
H 1.524 -4.971 0.222 0.34
H -1.123 -5.505 -1.285 0.16
H -0.584 -6.301 0.109 0.46
H 0.228 -7.586 -1.458 0.30
C -0.136 -0.909 -0.341 0.24
C 0.122 0.525 -0.718 2.48
O -0.979 1.350 -0.285 1.49
H 0.698 -1.527 -0.675 0.26
H -1.076 -1.316 -0.713 -0.40
H -0.154 -0.993 0.745 -0.26
H 0.202 0.602 -1.802 -1.34
H 1.022 0.933 -0.258 -0.81
H -1.095 1.247 0.662 -0.94
C -1.730 3.676 -2.804 -0.69
O -2.344 2.459 -2.315 -0.59
H -2.403 4.299 -3.394 0.36
H -1.232 4.229 -2.007 0.17
H -0.918 3.381 -3.469 0.25
H -1.686 2.111 -1.709 0.01
C -4.357 0.765 1.137 -0.41
O -4.469 -0.618 1.062 -0.49
H -3.863 0.969 2.086 0.24
H -3.722 1.161 0.345 -0.04
H -5.328 1.250 1.035 0.39
H -4.683 -0.839 1.971 0.28
C -1.456 -0.071 -3.843 0.11
O -1.756 -1.017 -4.866 -0.51
H -0.410 -0.153 -3.547 -0.37
H -1.638 0.925 -4.247 0.35
H -2.072 -0.225 -2.957 0.13
H -2.631 -0.752 -5.159 0.33
C 1.222 3.869 0.664 0.95
O 2.381 4.427 0.094 -0.61
H 0.549 3.535 -0.126 -0.23
H 1.470 3.072 1.365 -0.45
H 0.773 4.662 1.263 0.11
H 2.911 3.670 -0.167 0.20
```

Its lowest unoccupied orbital energy is 0.408 eV. The calculation puts the max |F| at 0.0639 Eh/bohr. Its spin multiplicity is 1. Its HOMO-LUMO gap is 9.86 eV. Its HOMO energy is -9.447 eV. As for the energy above the lowest of the compared OMol25 structures with the same formula, charge and spin: 1.493 eV.

[3]
Formula: C4H4BrF3N2
Source: the OMol25 dataset
Level of theory: wB97M-V/def2-TZVPD

```
14
Properties=species:S:1:pos:R:3:mulliken_charge:R:1
C 0.668 1.217 -0.022 0.06
C -0.560 -1.567 -0.212 -0.09
C 0.837 -0.045 0.667 -0.60
C -1.991 -1.197 0.281 0.85
N 0.022 2.084 0.624 -0.56
N -0.168 -2.306 -1.078 -0.39
F -2.145 -0.552 1.491 -0.24
F -2.718 -2.370 0.312 -0.25
F -2.668 -0.379 -0.572 -0.24
Br 2.355 -1.024 0.292 -0.09
H 0.869 1.334 -1.026 0.48
H 0.433 -0.133 1.608 0.53
H 0.058 3.049 0.319 0.24
H -0.781 -3.052 -1.531 0.29
```

Its lowest unoccupied orbital energy (alpha / beta) is -0.367 / -0.367 eV. The calculation puts the max |F| at 0.0995 Eh/bohr. Its spin multiplicity is 1. Its HOMO-LUMO gap (alpha / beta) is 8.45 / 8.45 eV. Its HOMO energy (alpha / beta) is -8.815 / -8.815 eV. As for the energy above the lowest of the compared OMol25 structures with the same formula, charge and spin: 0.000 eV.

[4]
Formula: C5H20ClN10O5
Source: the OMol25 dataset
Level of theory: wB97M-V/def2-TZVPD

```
41
Properties=species:S:1:pos:R:3:mulliken_charge:R:1
Cl 16.950 22.351 -1.596 -0.98
C 16.955 25.793 -3.877 0.56
O 17.163 26.970 -4.072 -0.74
N 16.298 25.383 -2.871 -0.19
N 17.600 24.889 -4.536 -0.37
H 16.250 24.436 -2.523 0.04
H 15.945 26.127 -2.288 0.14
H 17.294 23.941 -4.370 0.21
H 18.290 25.299 -5.150 0.20
C 16.310 24.748 1.668 0.59
O 15.896 25.529 2.507 -0.72
N 16.884 23.621 1.967 -0.27
N 16.266 24.821 0.381 -0.09
H 17.107 23.013 1.192 0.12
H 17.108 23.508 2.946 0.16
H 16.572 24.000 -0.121 0.04
H 15.583 25.424 -0.055 0.20
C 16.598 18.564 -4.050 0.58
O 15.420 18.815 -4.332 -0.66
N 17.159 17.352 -4.124 -0.37
N 17.436 19.469 -3.525 -0.20
H 18.103 17.192 -3.802 0.15
H 16.599 16.616 -4.529 0.23
H 18.281 19.195 -3.043 0.20
H 17.117 20.403 -3.314 0.08
C 12.992 21.587 -1.936 0.55
O 11.806 21.392 -2.014 -0.72
N 13.856 20.625 -2.035 -0.19
N 13.538 22.778 -1.985 -0.32
H 14.858 20.698 -2.144 0.10
H 13.504 19.679 -2.043 0.15
H 12.967 23.510 -2.382 0.20
H 14.540 22.903 -1.981 0.34
C 19.759 19.924 0.322 0.51
O 20.652 19.255 0.781 -0.73
N 18.943 20.506 1.167 -0.32
N 19.542 20.064 -0.933 -0.19
H 18.520 21.403 0.976 0.18
H 19.345 20.357 2.082 0.22
H 18.734 20.541 -1.308 0.10
H 19.992 19.476 -1.619 0.19
```

Its lowest unoccupied orbital energy is 2.311 eV. As for the charge: -1. The calculation puts the max |F| at 0.1221 Eh/bohr. Its spin multiplicity is 1. Its HOMO-LUMO gap is 9.23 eV. Its HOMO energy is -6.917 eV. As for the energy above the lowest of the compared OMol25 structures with the same formula, charge and spin: 2.215 eV.

[5]
Formula: C28H78O16
Source: the OMol25 dataset
Level of theory: wB97M-V/def2-TZVPD

```
122
Properties=species:S:1:pos:R:3:mulliken_charge:R:1
C -1.296 -1.155 6.237 -1.15
C -1.924 -2.369 5.549 0.40
C -2.703 -2.135 4.289 -0.47
O -0.830 -3.328 5.420 -0.58
H -0.496 -0.820 5.560 0.21
H -0.762 -1.493 7.138 0.29
H -1.956 -0.340 6.492 0.39
H -2.652 -2.811 6.214 0.33
H -3.011 -3.107 3.834 0.27
H -2.047 -1.711 3.519 -0.36
H -3.576 -1.483 4.513 0.42
H -0.220 -2.993 4.691 0.31
C 1.426 4.032 1.092 -1.22
C 0.506 4.551 -0.018 0.50
C 1.071 4.766 -1.379 -0.17
O -0.650 3.613 -0.051 0.56
H 2.101 4.792 1.539 0.40
H 2.032 3.182 0.784 0.07
H 0.832 3.605 1.887 0.24
H -0.017 5.453 0.252 0.34
H 0.299 5.206 -2.012 0.13
H 1.279 3.804 -1.807 -0.38
H 2.028 5.289 -1.398 0.41
H -0.397 2.700 -0.291 -0.26
C -3.952 1.742 1.798 -0.94
C -3.318 2.879 2.566 0.49
C -2.240 2.412 3.508 -1.16
O -2.785 3.922 1.715 -0.60
H -4.638 2.203 1.095 0.33
H -4.445 0.959 2.379 0.51
H -3.123 1.367 1.160 -0.08
H -4.147 3.375 3.061 0.40
H -1.880 3.278 4.050 0.37
H -1.341 2.054 2.975 -0.03
H -2.571 1.681 4.236 0.41
H -1.911 3.645 1.338 0.19
C 1.459 0.399 0.128 -1.15
C 0.103 -0.063 -0.291 1.51
C -0.706 -0.680 0.819 0.09
O -0.487 1.149 -0.869 2.24
H 1.385 1.078 0.948 0.20
H 1.962 0.959 -0.654 -0.15
H 2.087 -0.442 0.437 0.08
H 0.151 -0.729 -1.124 -1.06
H -1.718 -0.934 0.445 0.09
H -0.913 0.081 1.568 -0.01
H -0.244 -1.561 1.320 -0.50
H -1.453 1.100 -1.032 -1.01
C 0.587 -3.282 -1.576 -0.50
C 0.648 -4.790 -1.818 0.49
C -0.574 -5.302 -2.515 -1.53
O 1.871 -5.061 -2.546 -0.59
H 0.421 -2.728 -2.507 0.31
H 1.557 -2.956 -1.151 -0.02
H -0.203 -3.066 -0.865 0.17
H 0.698 -5.250 -0.819 0.21
H -1.508 -5.128 -1.956 0.33
H -0.502 -6.371 -2.634 0.41
H -0.689 -4.844 -3.501 0.33
H 2.151 -5.981 -2.358 0.35
C -3.608 -0.587 -3.616 -1.32
C -4.003 -0.031 -2.237 0.51
C -4.250 -1.094 -1.192 -1.06
O -3.067 0.947 -1.729 -0.15
H -2.685 -1.141 -3.507 0.14
H -3.356 0.212 -4.330 0.27
H -4.419 -1.181 -3.988 0.48
H -4.972 0.470 -2.402 0.25
H -3.374 -1.749 -1.075 0.07
H -5.132 -1.720 -1.424 0.44
H -4.431 -0.609 -0.208 0.17
H -3.301 1.813 -2.024 -0.08
C -0.405 -4.700 2.310 -0.44
C 0.895 -3.917 2.319 0.31
O 0.991 -2.946 3.376 -0.47
O -0.638 -5.584 3.443 -0.62
H -0.438 -5.344 1.406 0.22
H -1.231 -3.985 2.256 0.13
H 0.940 -3.334 1.393 -0.25
H 1.699 -4.663 2.316 0.38
H 1.880 -2.539 3.469 0.28
H -0.985 -5.043 4.179 0.41
C 1.389 0.853 -3.762 -0.34
C -0.049 0.576 -4.180 0.28
O -0.484 1.165 -5.341 -0.70
O 1.447 2.065 -2.998 -0.51
H 1.979 0.854 -4.687 0.50
H 1.756 0.041 -3.112 -0.07
H -0.679 0.794 -3.311 -0.31
H -0.118 -0.512 -4.346 0.24
H -0.975 2.000 -5.146 0.39
H 2.400 2.282 -2.846 0.26
C 4.714 0.670 -2.226 0.02
C 6.162 0.961 -2.633 -0.56
O 6.806 1.687 -1.556 -0.55
O 3.974 1.869 -2.074 -0.54
H 4.639 0.134 -1.268 -0.08
H 4.209 0.028 -2.964 0.33
H 6.248 1.602 -3.520 0.37
H 6.767 0.070 -2.770 0.31
H 7.410 2.367 -1.886 0.30
H 4.423 2.357 -1.358 0.29
C -1.616 4.121 -3.252 0.06
C -2.606 4.709 -2.221 -0.49
O -3.264 3.771 -1.345 -0.65
O -2.301 3.242 -4.137 -0.46
H -0.854 3.506 -2.819 -0.37
H -1.185 4.990 -3.765 0.43
H -3.383 5.214 -2.813 0.50
H -2.051 5.452 -1.628 0.31
H -2.800 3.786 -0.507 0.22
H -2.936 3.763 -4.641 0.28
C 4.223 -1.254 2.568 -0.37
C 4.754 -2.062 1.357 0.04
O 5.610 -3.071 1.878 -0.57
O 3.580 -2.067 3.540 -0.58
H 3.520 -0.457 2.229 0.21
H 5.090 -0.798 3.040 0.34
H 5.291 -1.393 0.676 0.21
H 3.913 -2.548 0.828 0.07
H 5.929 -3.607 1.152 0.32
H 4.188 -2.798 3.725 0.32
```

Its lowest unoccupied orbital energy is 0.165 eV. The calculation puts the max |F| at 0.0435 Eh/bohr. Its spin multiplicity is 1. Its HOMO-LUMO gap is 9.74 eV. Its HOMO energy is -9.571 eV. As for the energy above the lowest of the compared OMol25 structures with the same formula, charge and spin: 0.000 eV.

[6]
Formula: C5H22NO4
Source: the OMol25 dataset
Level of theory: wB97M-V/def2-TZVPD

```
32
Properties=species:S:1:pos:R:3:mulliken_charge:R:1
C 1.563 -1.572 -0.081 -0.57
C 0.179 -2.176 0.302 -0.54
C -0.025 -2.361 1.819 -0.72
C -0.406 -1.182 2.680 -0.21
C -1.922 -0.905 2.599 -1.02
N 1.267 -0.045 -0.428 -0.22
H 2.008 -1.841 -1.038 0.39
H 2.305 -1.677 0.686 0.41
H -0.666 -1.621 -0.108 0.39
H 0.284 -3.256 -0.021 0.28
H -0.788 -3.182 1.842 0.36
H 0.915 -2.712 2.272 0.34
H -0.149 -1.215 3.765 0.34
H 0.200 -0.315 2.298 0.05
H -2.239 -0.909 1.564 0.30
H -2.158 0.136 2.992 0.18
H -2.599 -1.512 3.195 0.35
H 2.144 0.442 -0.569 0.39
H 0.933 0.100 -1.390 0.24
H 0.561 0.415 0.147 0.18
H -1.293 2.376 -0.212 0.33
H -1.649 2.846 -1.503 0.31
O -0.895 2.371 -1.119 -0.64
H -1.438 2.676 2.118 0.30
H -2.817 2.091 1.724 0.31
O -1.968 2.388 1.362 -0.66
H 1.538 3.204 -2.089 0.28
H 0.436 2.403 -2.317 0.41
O 1.419 2.282 -2.379 -0.61
H 0.805 0.230 -4.004 0.32
H 1.889 -0.709 -3.412 0.34
O 0.963 -0.657 -3.665 -0.64
```

Its lowest unoccupied orbital energy is -2.851 eV. As for the charge: +1. The calculation puts the max |F| at 0.0642 Eh/bohr. Its spin multiplicity is 1. Its HOMO-LUMO gap is 11.52 eV. Its HOMO energy is -14.369 eV. As for the energy above the lowest of the compared OMol25 structures with the same formula, charge and spin: 2.274 eV.

[7]
Formula: C8H13N4
Source: the OMol25 dataset
Level of theory: wB97M-V/def2-TZVPD

```
25
Properties=species:S:1:pos:R:3:mulliken_charge:R:1
C 3.271 0.524 -0.043 -0.65
C 2.176 -0.370 0.092 0.69
C 2.110 -1.815 0.157 -0.69
C 0.852 -2.310 0.089 -0.43
C -0.454 -1.527 -0.035 -0.54
C -0.128 0.135 0.569 0.09
C -1.547 1.117 -1.409 -0.83
C -2.409 0.764 0.961 -0.73
N 2.755 1.748 -0.286 -0.66
N 1.451 1.704 -0.300 -0.47
N 1.099 0.461 0.021 0.65
N -1.224 0.922 0.087 -0.09
H 4.295 0.352 -0.186 0.47
H 3.033 -2.289 0.347 0.48
H 0.772 -3.426 0.076 0.35
H -0.822 -1.558 -1.039 0.34
H -1.337 -2.046 0.544 0.37
H -0.223 0.040 1.687 0.16
H -2.169 2.046 -1.580 0.38
H -0.535 1.218 -1.803 0.31
H -2.088 0.288 -1.739 0.41
H -2.241 0.924 2.070 0.31
H -3.086 1.610 0.647 0.35
H -2.665 -0.338 0.768 0.35
H -0.886 1.825 0.303 0.36
```

Its lowest unoccupied orbital energy (alpha / beta) is -2.832 / -6.279 eV. As for the charge: +1. The calculation puts the max |F| at 0.1402 Eh/bohr. Its spin multiplicity is 3. Its HOMO-LUMO gap (alpha / beta) is 6.50 / 7.41 eV. Its HOMO energy (alpha / beta) is -9.334 / -13.687 eV. The expectation value of S² is 2.021. As for the energy above the lowest of the compared OMol25 structures with the same formula, charge and spin: 1.448 eV.

[8]
Formula: C4H7NO2
Source: the OMol25 dataset
Level of theory: wB97M-V/def2-TZVPD

```
14
Properties=species:S:1:pos:R:3:mulliken_charge:R:1
C -0.682 -1.120 0.276 -0.94
C -0.611 0.106 -0.585 -0.11
C -1.272 1.373 -0.196 -0.15
O -2.135 1.485 0.642 -0.48
C 0.624 -0.276 0.174 0.59
O 0.970 0.348 1.371 -0.56
N 1.777 -0.548 -0.640 -0.64
H 0.460 -0.138 2.027 0.36
H -1.374 -0.978 1.119 0.31
H -0.781 -2.097 -0.188 0.29
H -0.525 -0.063 -1.652 0.48
H -0.865 2.260 -0.724 0.33
H 1.777 0.003 -1.495 0.26
H 2.637 -0.356 -0.130 0.27
```

Its lowest unoccupied orbital energy is 0.862 eV. The calculation puts the max |F| at 0.0141 Eh/bohr. Its spin multiplicity is 1. Its HOMO-LUMO gap is 9.99 eV. Its HOMO energy is -9.130 eV. As for the energy above the lowest of the compared OMol25 structures with the same formula, charge and spin: 2.356 eV.